{
  "formula": "C3H4Cl2O2S",
  "method": "ωB97M-V/def2-TZVPD",
  "species": ["Cl", "Cl", "S", "O", "O", "C", "C", "C", "H", "H", "H", "H"],
  "positions_angstrom": [[-4.29, 0.33, -1.19], [-2.88, 1.32, 1.20], [-1.18, -1.42, -0.04], [-1.25, -2.74, -0.68], [-0.48, -1.38, 1.25], [-0.27, -0.42, -1.14], [-3.72, 0.05, 0.36], [0.23, -0.69, -2.34], [-0.05, 0.55, -0.78], [0.12, -1.70, -2.75], [0.90, 0.13, -2.80], [-4.19, -0.71, 0.93]],
  "nbo_charge": [0.10, 0.04, 1.82, -0.87, -0.85, -0.51, -0.31, -0.30, 0.23, 0.23, 0.22, 0.21],
  "spin_multiplicity": 1,
  "e_lumo_ev": [-0.86, -2.05],
  "homo_lumo_gap_ev": [8.68, 6.79],
  "homo_ev": [-9.54, -8.84],
  "max_force_ev_per_a": 2.09
}